The following is a quantum chemistry calculation of a 3-piece molecular cluster, C21H37BrNO8P2S2 overall at a distorted geometry, from the OMol25 dataset.

Properties
DFT total energy	-150526.831	eV
HOMO energy	-10.97	eV
lowest unoccupied orbital energy	-0.1581	hartree
net charge	+1

CARTESIAN COORDINATES (ANGSTROEM)
1 Br -1.41946 -0.21632 -3.62583
2 S 4.61360 1.39392 -3.94552
3 S -1.76188 -1.46026 3.94269
4 P 1.92669 -0.87312 -2.52346
5 P -2.17729 2.35893 1.43568
6 O 1.22820 -1.94412 -3.60962
7 O -2.13114 1.56010 2.90891
8 O -2.15534 -2.03818 2.67776
9 O -4.56894 -2.76618 -0.51814
10 O -1.96040 -0.06177 4.23790
11 O 4.64972 1.65650 -2.52499
12 O -1.70284 3.97176 1.58266
13 O 4.51089 0.05438 -4.47610
14 N -1.10392 1.48193 0.28788
15 C -3.07390 1.28825 -1.35469
16 C -1.26649 -3.14413 5.94590
17 C 4.04127 3.71143 -5.02370
18 C -0.05269 -1.87040 4.26030
19 C 1.98120 1.33142 2.55599
20 C -3.84940 -0.54147 0.41016
21 C 5.39030 3.30763 -5.62616
22 C -4.73316 -1.85499 0.59282
23 C -4.05428 0.08330 -1.01456
24 C 0.23075 1.27717 0.68779
25 C -0.73855 0.33452 -1.90143
26 C 2.75381 -2.00804 -1.25674
27 C 5.99555 2.23263 -4.71793
28 C 0.78033 1.80231 2.02564
29 C -0.02746 -2.26966 5.73127
30 C -3.40302 -3.55072 -0.24086
31 C 0.66109 0.04743 -1.51753
32 C 3.33548 2.40571 -4.67625
33 C -2.44991 -2.43520 5.28033
34 C 1.12406 0.54304 -0.19296
35 C -1.60045 1.04634 -0.94278
36 H -3.52963 2.20325 -0.88701
37 H -2.34355 2.22929 3.59213
38 H 5.23341 2.89780 -6.62765
39 H 2.16162 0.38002 0.18240
40 H -2.94834 -1.75448 5.97036
41 H 2.05169 0.81201 3.53993
42 H -3.54137 -4.22023 0.64870
43 H 6.58360 1.51120 -5.28310
44 H 2.91858 1.43308 1.93912
45 H -3.15791 1.45745 -2.46391
46 H -0.09051 -1.37844 6.36219
47 H -5.82172 -1.58189 0.69860
48 H 3.27793 -1.43799 -0.45236
49 H -1.45835 -3.31913 7.00496
50 H -1.10964 -4.11884 5.47592
51 H 1.89598 -2.54524 -0.74733
52 H -3.16958 -3.14536 4.87522
53 H -2.49483 -2.91198 -0.04504
54 H -2.79153 -0.86538 0.60300
55 H 4.20369 4.30168 -4.11735
56 H 0.89098 -2.79918 5.98653
57 H -4.01082 -0.70541 -1.81505
58 H 0.23983 2.61619 2.58319
59 H -2.37541 4.46403 1.07026
60 H 6.60582 2.67223 -3.92893
61 H 3.37520 -2.79791 -1.74528
62 H 2.98232 1.89791 -5.57530
63 H 2.51567 2.53406 -3.97086
64 H -5.09887 0.50951 -1.06143
65 H 6.06061 4.16220 -5.72413
66 H 3.45188 4.31277 -5.71665
67 H 0.21228 -2.71309 3.61937
68 H -4.17895 0.20590 1.18811
69 H 0.58107 -1.01410 4.03548
70 H -4.38762 -2.36357 1.53189
71 H 1.43511 -1.58007 -4.49348
72 H -3.16106 -4.20242 -1.12693